The following is a DFT calculation (wB97M-V/def2-TZVPD) of 2 unconnected molecules or ions with the total composition C2H8N2O2 at a distorted geometry.

```
14
Properties=species:S:1:pos:R:3:forces:R:3
N 1.059381 -0.574075 0.852560 0.545 0.781 -0.587
C 1.630282 0.696528 1.009331 0.175 0.180 1.031
O 1.060100 1.495180 2.106080 0.457 -0.286 -0.796
H 1.377880 -1.226344 1.522463 -0.400 -0.823 0.310
H 0.210244 -0.684018 0.318057 -0.005 -0.472 0.360
H 1.633882 1.257974 0.081948 -0.344 0.238 -0.210
H 2.663532 0.589776 1.327138 0.225 -0.011 -0.069
H 0.117783 1.401751 1.967379 -0.560 0.109 0.137
C -1.738725 -0.966698 -2.031099 -0.008 -0.485 0.063
N -1.417302 0.115444 -1.162896 -0.541 0.868 -0.012
O -2.913945 -1.428999 -1.969852 -0.483 -0.085 0.090
H -0.996334 -1.395123 -2.706018 0.504 0.350 0.181
H -2.162138 0.324636 -0.508805 0.019 -0.210 -0.072
H -0.524641 0.393970 -0.806285 0.418 -0.154 -0.424
```
Positions in Å, forces in eV/Å.

DFT total energy in eV: -9276.790
HOMO (alpha / beta) in eV: 1.40 / -3.96
ΔE to the lowest compared entry with this formula, charge and spin in kcal/mol: 56.3
E_LUMO (alpha / beta) in Ha: 0.13387 / 0.13096
Spin multiplicity: 2
<S²>: 0.754
Total charge: -1
Molecular weight in g mol⁻¹: 92.1